Record 1
{
  "formula": "C33H78BrFINO26PS8",
  "method": "the ωB97M-V functional and the def2-TZVPD basis",
  "elements": ["C", "C", "F", "C", "P", "O", "Br", "C", "C", "C", "C", "O", "I", "N", "C", "C", "C", "C", "C", "S", "O", "O", "O", "H", "H", "H", "H", "H", "H", "H", "H", "H", "H", "H", "H", "H", "H", "H", "H", "H", "H", "H", "H", "H", "H", "O", "S", "O", "O", "C", "C", "C", "H", "H", "H", "H", "H", "H", "H", "H", "O", "S", "O", "O", "C", "C", "C", "H", "H", "H", "H", "H", "H", "H", "H", "O", "S", "O", "O", "C", "C", "C", "H", "H", "H", "H", "H", "H", "H", "H", "O", "S", "O", "O", "C", "C", "C", "H", "H", "H", "H", "H", "H", "H", "H", "O", "S", "O", "O", "C", "C", "C", "H", "H", "H", "H", "H", "H", "H", "H", "O", "S", "O", "O", "C", "C", "C", "H", "H", "H", "H", "H", "H", "H", "H", "O", "S", "O", "O", "C", "C", "C", "H", "H", "H", "H", "H", "H", "H", "H"],
  "coordinates": [[-5.17289, 2.95982, -3.84507], [-3.72463, 2.63780, -3.44935], [-3.44490, 1.29702, -3.61942], [-3.31493, 3.15203, -2.07389], [-2.81180, 4.97315, -2.31897], [-4.09492, 5.62106, -3.11621], [-1.05608, 4.95333, -3.73105], [-1.99690, 2.58291, -1.46551], [-1.92424, 3.20985, -0.06459], [-1.07703, 2.53500, 1.01471], [-1.84408, 1.55257, 1.86766], [-2.74347, 1.81991, 2.54556], [-1.17162, -0.50774, 1.80183], [-3.37330, 3.50446, 0.23069], [-4.25293, 2.95346, -0.85743], [-4.56203, 1.51919, -0.37097], [-5.34483, 0.62029, -1.34011], [-4.86626, -0.83931, -1.39397], [-3.35304, -0.99273, -1.48046], [-2.85194, -2.67685, -1.87549], [-1.76882, -3.00172, -1.02416], [-2.50127, -2.71427, -3.24307], [-4.12146, -3.59408, -1.60072], [-5.18497, 3.52975, -4.76289], [-5.64938, 3.58933, -3.10340], [-5.70510, 2.03107, -4.01489], [-3.10972, 3.14477, -4.18596], [-3.72249, 6.32809, -3.67453], [-1.08784, 2.68112, -2.04615], [-2.06183, 1.50455, -1.33536], [-1.50070, 4.20483, -0.11196], [-0.26913, 2.00008, 0.52817], [-0.59313, 3.30373, 1.61160], [-3.76439, 3.25055, 1.14590], [-3.43332, 4.53180, 0.27652], [-5.19628, 3.48504, -0.93698], [-3.63644, 1.07412, -0.01733], [-5.18561, 1.64409, 0.51309], [-6.37055, 0.58441, -0.98593], [-5.39801, 0.98769, -2.35388], [-5.24538, -1.43824, -0.57290], [-5.27489, -1.26768, -2.30459], [-2.85413, -0.78029, -0.54382], [-2.88349, -0.37940, -2.24248], [-3.94857, -4.45954, -2.03130], [2.27109, 2.39778, 3.38320], [1.74440, 3.70699, 3.62370], [1.24709, 4.50571, 2.53934], [2.78838, 4.54465, 4.45986], [4.14192, 4.64410, 3.95489], [4.25315, 5.63310, 2.81283], [0.50123, 3.61291, 4.86855], [4.50786, 3.66162, 3.66124], [4.75448, 4.98262, 4.78709], [3.72357, 5.27822, 1.92853], [5.29903, 5.78052, 2.54572], [3.81600, 6.59216, 3.09135], [0.88777, 3.03993, 5.70684], [-0.36230, 3.11131, 4.43454], [0.23485, 4.62179, 5.17329], [-5.03567, 6.26621, 1.47138], [-5.46575, 7.35642, 2.30791], [-4.51504, 8.26987, 2.84594], [-6.36027, 6.77433, 3.48275], [-5.82180, 5.71138, 4.29521], [-4.81638, 6.21781, 5.31047], [-6.73425, 8.25569, 1.48598], [-5.38951, 4.93567, 3.65980], [-6.67372, 5.27075, 4.80892], [-3.91315, 6.58583, 4.82378], [-4.53271, 5.41586, 5.99226], [-5.23486, 7.04276, 5.88579], [-7.47753, 7.55677, 1.11181], [-6.27033, 8.79370, 0.66179], [-7.17477, 8.95585, 2.19059], [-3.58393, -6.51898, -3.17134], [-4.46957, -7.33036, -3.95933], [-5.13694, -8.45127, -3.38661], [-3.70738, -7.78343, -5.27211], [-2.42980, -8.44055, -5.13469], [-2.58277, -9.88960, -4.71651], [-5.66119, -6.29703, -4.74321], [-1.78999, -7.89355, -4.44006], [-1.95981, -8.39154, -6.11511], [-2.96999, -9.96902, -3.70096], [-1.61834, -10.39606, -4.75266], [-3.28217, -10.40663, -5.37318], [-5.14787, -5.46312, -5.21564], [-6.33911, -5.93785, -3.97129], [-6.20613, -6.88705, -5.47525], [-3.63130, -8.35280, -11.57868], [-2.24150, -8.30385, -11.24976], [-1.70270, -9.13535, -10.22049], [-1.84143, -6.78874, -10.95018], [-2.62229, -6.07520, -9.97673], [-2.26211, -6.46852, -8.55754], [-1.28161, -8.50290, -12.71182], [-3.68706, -6.21809, -10.16943], [-2.40560, -5.01969, -10.13277], [-2.55267, -7.49875, -8.35240], [-2.77218, -5.82288, -7.84129], [-1.18585, -6.39672, -8.39788], [-1.66561, -7.83479, -13.47773], [-1.38258, -9.53912, -13.02700], [-0.24300, -8.27991, -12.48207], [7.41065, 2.53294, 3.01739], [6.91183, 1.60254, 3.98318], [6.74390, 1.97693, 5.35281], [7.77223, 0.26978, 3.91462], [9.20648, 0.38725, 4.03695], [9.64614, 0.60956, 5.47074], [5.40071, 0.90981, 3.39408], [9.57439, 1.17912, 3.38277], [9.61216, -0.55300, 3.66807], [9.32797, 1.58580, 5.83544], [10.73238, 0.55995, 5.54383], [9.20918, -0.14378, 6.12709], [5.54339, 0.58242, 2.36778], [4.63683, 1.68010, 3.43959], [5.12540, 0.07690, 4.03583], [0.25856, -8.10994, 1.20655], [1.55920, -7.59810, 0.90675], [2.21220, -6.69062, 1.79657], [1.53683, -6.96586, -0.55445], [0.52567, -5.97939, -0.84395], [0.85682, -4.62500, -0.25313], [2.64894, -8.93495, 0.55138], [-0.44988, -6.33180, -0.50475], [0.48280, -5.90586, -1.92938], [0.81871, -4.65138, 0.83650], [0.14519, -3.87870, -0.59937], [1.86490, -4.31681, -0.53481], [2.16797, -9.60051, -0.16004], [2.84057, -9.45505, 1.48737], [3.57521, -8.53399, 0.14840], [10.13965, 6.62200, 6.29164], [10.73324, 5.51528, 6.97477], [10.76642, 4.21760, 6.37702], [10.08460, 5.40143, 8.42542], [8.64878, 5.34116, 8.51488], [8.11302, 3.97189, 8.14902], [12.35880, 5.94814, 7.49450], [8.20035, 6.12086, 7.89659], [8.40391, 5.57024, 9.55074], [8.26815, 3.75785, 7.09202], [7.04301, 3.91438, 8.35070], [8.62397, 3.19402, 8.71707], [12.32364, 6.91489, 7.98905], [12.98106, 6.00021, 6.60375], [12.72840, 5.17774, 8.16612]],
  "forces_ev_per_a": [[0.371, -0.106, 0.129], [-0.308, 0.707, -0.413], [-0.024, -0.553, 0.186], [0.965, -0.394, -0.533], [-0.241, 0.885, 1.407], [1.010, -0.370, -0.639], [-0.678, -0.235, -0.059], [-0.102, -0.840, 0.316], [0.482, 0.451, -0.378], [-0.103, -0.656, -0.412], [2.596, -1.198, -1.297], [-2.676, 1.122, 1.702], [0.061, 0.268, -0.101], [-1.095, 1.533, 1.205], [0.256, -0.409, -0.270], [-0.253, 0.340, -0.598], [-0.067, -0.540, 0.453], [0.279, 0.298, -0.542], [-0.633, -0.729, 0.437], [0.840, 0.741, -0.255], [0.268, -0.451, 1.691], [-0.641, -0.146, -1.883], [0.279, 0.340, -0.005], [-0.007, 0.032, -0.271], [-0.335, -0.162, 0.120], [-0.253, 0.009, 0.068], [0.425, -0.075, 0.001], [-0.565, 0.043, 0.087], [0.070, 0.576, -0.071], [-0.311, -0.176, -0.138], [0.178, 0.161, -0.414], [0.117, 0.022, -0.212], [-0.146, -0.009, 0.474], [0.604, -0.562, 0.051], [-0.266, -0.043, -0.289], [0.115, 0.480, 0.180], [0.034, -0.264, -0.128], [0.076, 0.082, 0.257], [-0.244, 0.103, -0.073], [0.270, 0.240, 0.022], [-0.044, 0.047, 0.231], [-0.250, -0.140, -0.059], [0.002, -0.106, 0.261], [-0.121, -0.174, -0.322], [-0.056, -0.024, 0.034], [-0.030, -0.060, -0.448], [0.074, 0.394, 1.011], [-0.131, -0.286, -0.328], [-0.211, -0.135, -0.044], [0.789, 0.337, -0.400], [-0.289, -0.035, -0.168], [-0.040, 0.006, 0.028], [-0.171, 0.001, 0.068], [-0.262, -0.107, 0.214], [0.042, -0.012, -0.007], [0.024, -0.040, 0.095], [0.082, 0.014, 0.053], [0.019, 0.000, -0.017], [0.027, -0.023, -0.025], [0.022, 0.005, -0.022], [0.383, -0.323, -0.105], [-0.807, 0.291, 0.285], [0.397, -0.099, -0.131], [-0.026, -0.034, -0.303], [0.315, -0.361, 0.553], [0.166, 0.184, -0.164], [-0.061, -0.063, -0.085], [-0.032, 0.113, -0.137], [-0.163, 0.156, -0.166], [-0.007, -0.012, 0.006], [-0.091, -0.033, -0.006], [-0.045, -0.062, 0.043], [0.002, -0.002, 0.028], [0.068, -0.016, 0.036], [0.039, -0.010, 0.027], [0.019, 0.161, 0.400], [-0.207, 0.047, -0.821], [0.061, -0.022, 0.378], [-0.088, 0.292, 0.038], [0.622, -0.604, 0.080], [-0.227, 0.007, 0.206], [0.022, 0.106, -0.054], [-0.197, 0.144, 0.043], [-0.233, 0.192, -0.084], [0.034, 0.004, 0.000], [0.023, 0.056, -0.069], [0.076, 0.000, -0.068], [0.017, -0.024, -0.003], [0.025, -0.060, 0.043], [0.013, -0.030, 0.023], [-0.173, -0.106, 0.187], [0.383, 0.304, -0.334], [-0.154, -0.162, 0.125], [0.051, -0.053, -0.184], [-0.273, 0.293, 0.542], [0.033, -0.281, 0.047], [0.050, 0.064, -0.054], [0.053, -0.140, -0.117], [0.147, -0.076, -0.224], [-0.040, 0.023, -0.008], [0.001, 0.057, -0.058], [-0.010, 0.094, -0.013], [-0.014, 0.005, 0.023], [-0.051, -0.011, 0.068], [-0.013, -0.009, 0.030], [0.065, 0.309, 0.155], [-0.262, -0.859, -0.252], [0.002, 0.409, 0.074], [-0.123, 0.082, -0.093], [0.734, 0.037, 0.223], [-0.257, 0.166, 0.119], [0.072, -0.102, -0.024], [-0.188, 0.053, -0.022], [-0.268, -0.066, -0.085], [0.073, 0.017, -0.026], [-0.001, -0.029, -0.069], [0.061, -0.064, -0.043], [0.032, -0.004, 0.012], [-0.021, -0.021, 0.027], [0.019, 0.013, 0.014], [-0.145, 0.130, 0.202], [0.307, -0.167, -0.519], [-0.118, 0.046, 0.236], [0.078, -0.204, 0.015], [-0.402, 0.583, -0.081], [0.196, 0.045, 0.276], [0.036, -0.042, -0.069], [0.088, -0.134, 0.080], [0.166, -0.213, -0.010], [-0.003, -0.032, -0.011], [0.057, -0.139, -0.065], [-0.011, -0.040, -0.062], [-0.015, 0.021, 0.003], [-0.050, 0.054, 0.035], [-0.013, 0.025, 0.016], [-0.168, -0.060, -0.220], [0.266, 0.054, 0.564], [-0.080, -0.029, -0.253], [0.194, 0.107, -0.032], [-0.683, -0.187, 0.052], [0.161, -0.097, -0.248], [0.043, 0.026, 0.072], [0.183, 0.029, -0.075], [0.280, 0.064, 0.038], [-0.066, -0.004, 0.005], [0.010, 0.052, 0.050], [-0.048, 0.031, 0.073], [-0.025, -0.008, -0.003], [-0.067, -0.020, -0.042], [-0.025, -0.014, -0.015]],
  "fmax_ev_per_a": 3.363,
  "homo_energy_ev": -11.745,
  "total_charge": 1,
  "orbital_gap_ev": 9.16,
  "e_lumo_ev": -2.59
}


Record 2
{
  "formula": "C7H25NO6",
  "method": "the ωB97M-V functional and the def2-TZVPD basis",
  "elements": ["C", "C", "N", "C", "C", "C", "C", "C", "H", "H", "H", "H", "H", "H", "H", "H", "H", "H", "H", "H", "H", "H", "H", "O", "H", "H", "O", "H", "H", "O", "H", "H", "O", "H", "H", "O", "H", "H", "O"],
  "coordinates": [[-2.97523, -0.58505, -2.22271], [-1.53556, -1.13745, -2.10911], [-0.26348, -2.18909, 0.48572], [0.11983, -0.93320, -0.15456], [-0.55626, -0.49878, -1.23304], [-0.07124, 0.83512, -1.83487], [0.37587, 0.97034, 1.39049], [0.99403, -0.02078, 0.64791], [-3.56972, -0.87717, -1.32910], [-2.95953, 0.50360, -2.35293], [-3.61460, -0.92610, -3.03722], [-1.62545, -2.22028, -1.89705], [-1.04281, -1.30457, -3.10535], [-0.97535, -2.63325, -0.07104], [-0.44838, -1.92787, 1.43973], [-0.41938, 0.86874, -2.91324], [1.04677, 0.75542, -1.80339], [-0.28015, 1.82701, -1.41071], [-0.68779, 0.95001, 1.55060], [1.02828, 1.74104, 1.80335], [2.05769, 0.01202, 0.36732], [2.34697, -2.86232, 1.79403], [1.64374, -3.17159, 0.45457], [2.46362, -2.83300, 0.83287], [3.72096, -1.54597, -1.05613], [3.86279, -0.11311, -0.75934], [3.91628, -0.71386, -1.50951], [1.66435, -2.24645, 3.20622], [0.42961, -2.66875, 3.94042], [1.03814, -2.98747, 3.26160], [3.27184, 2.87044, 0.42569], [1.82064, 2.55431, 0.28225], [2.44825, 3.30312, 0.15046], [-1.86919, 3.75859, -0.59764], [-0.69024, 3.35148, 0.29068], [-1.49441, 3.91076, 0.28190], [-2.97988, 1.89537, 3.01863], [-3.26858, 2.55350, 1.70385], [-2.92244, 1.73522, 2.06862]],
  "forces_ev_per_a": [[-0.107, 0.432, 0.688], [-0.690, -3.155, -1.523], [1.457, 1.185, -1.279], [-1.803, -0.876, 0.808], [1.407, 2.652, 0.158], [1.015, -0.534, -1.349], [1.744, -0.778, -1.009], [-0.820, 0.630, -0.201], [0.563, 0.600, -0.227], [-0.040, -0.068, 0.425], [0.602, -0.488, -0.411], [-0.226, 0.222, 0.523], [-0.522, 0.895, 0.354], [-0.569, -0.060, 0.612], [-0.449, -0.748, 0.310], [0.598, 0.111, 1.031], [-0.800, 0.396, -0.465], [-0.444, -0.526, 0.435], [-0.130, 0.245, 0.141], [-0.523, -0.139, 0.456], [-0.554, -0.042, 0.467], [-0.099, -0.235, -0.828], [-0.402, 0.285, 0.360], [1.137, -0.180, -0.148], [-0.107, -0.205, -0.159], [0.072, 0.347, -0.087], [-0.003, -0.224, 0.332], [-0.119, 0.248, 0.079], [-0.138, -0.126, 0.058], [-0.005, 0.117, 0.459], [0.061, 0.318, -0.076], [0.056, 0.702, -0.247], [-0.099, -0.954, 0.208], [0.136, 0.011, 0.202], [-0.352, 0.126, 0.156], [0.100, -0.120, -0.280], [0.123, -0.187, -0.029], [0.242, 0.202, -0.392], [-0.315, -0.081, 0.448]],
  "fmax_ev_per_a": 3.570,
  "homo_energy_ev": [0.424, -4.877],
  "multiplicity": 2,
  "total_charge": -1,
  "orbital_gap_ev": [2.62, 7.77],
  "e_lumo_ev": [3.05, 2.89]
}


Record 3
{
  "formula": "C12H18CaClO10",
  "method": "the ωB97M-V functional and the def2-TZVPD basis",
  "elements": ["Ca", "Cl", "O", "O", "O", "O", "O", "C", "O", "C", "C", "C", "H", "H", "H", "H", "H", "H", "O", "C", "O", "C", "C", "C", "H", "H", "H", "H", "H", "H", "O", "C", "O", "C", "C", "C", "H", "H", "H", "H", "H", "H"],
  "coordinates": [[-0.55303, -3.63633, -2.24976], [-0.60209, -0.97116, -0.27940], [0.62936, -0.24307, -0.20521], [-1.57770, -0.41194, 0.59047], [-1.05521, -0.95278, -1.65562], [-0.33231, -2.31227, 0.16345], [1.33770, -4.34153, -0.94418], [2.48335, -4.66981, -1.24760], [2.71947, -5.79215, -1.90068], [4.06715, -5.77306, -2.44219], [4.76639, -4.90640, -1.44288], [3.74428, -3.86452, -0.98499], [3.98741, -5.32651, -3.43337], [4.49557, -6.77023, -2.40561], [5.69878, -4.55870, -1.90693], [5.18923, -5.45597, -0.59973], [3.82009, -2.97502, -1.61014], [3.91349, -3.63587, 0.06219], [-2.00555, 3.46349, 5.09323], [-2.70364, 2.93008, 4.28099], [-3.28601, 3.61486, 3.28546], [-3.98960, 2.76438, 2.36632], [-3.91875, 1.33061, 2.97192], [-2.96967, 1.44877, 4.15399], [-3.50467, 2.75527, 1.39258], [-5.00246, 3.15533, 2.35054], [-3.58124, 0.55018, 2.29425], [-4.90918, 1.07317, 3.34668], [-1.98895, 0.98151, 4.10499], [-3.43603, 1.21692, 5.11328], [-0.29039, 4.28294, 0.94910], [-0.31893, 3.94733, -0.19414], [-1.47806, 3.86068, -0.90970], [-1.18616, 3.46875, -2.26376], [0.29918, 3.09385, -2.35863], [0.87384, 3.39582, -0.99505], [-1.45737, 4.27860, -2.93718], [-1.78204, 2.55695, -2.34863], [0.74586, 3.68581, -3.15695], [0.40349, 2.03807, -2.60482], [1.59475, 4.20961, -0.98316], [1.15965, 2.49430, -0.45913]],
  "forces_ev_per_a": [[0.708, 1.521, 2.441], [1.251, 3.222, 3.135], [-0.267, -0.119, -0.446], [-0.253, -0.062, -0.722], [-0.563, -1.879, -1.998], [-0.285, -2.743, -1.418], [-0.756, 0.006, -1.102], [0.097, 0.425, 0.165], [-0.947, 0.225, -0.093], [0.133, -0.060, 0.941], [2.256, 0.491, -0.121], [0.779, -1.311, -0.526], [0.243, -0.284, -0.056], [-0.416, -0.128, -0.513], [-0.382, 0.636, 0.032], [-0.623, -0.355, 0.062], [-0.466, 0.159, 0.165], [-0.523, 0.331, 0.033], [-0.224, 0.009, 0.187], [0.929, 0.233, -0.188], [-0.180, 0.115, -0.459], [0.383, -0.760, 0.672], [-0.286, -0.063, 0.382], [-0.289, 0.873, 0.635], [-0.040, 0.535, -0.040], [-0.062, -0.130, -0.443], [-0.153, 0.219, -0.311], [0.015, -0.220, -0.138], [-0.154, -0.296, -0.213], [0.105, -0.485, -0.102], [-0.131, 0.240, -0.119], [-0.010, -0.758, 0.421], [0.930, 0.573, -0.082], [-0.431, -0.922, 0.742], [0.020, 0.152, -0.514], [-1.145, 0.762, 0.339], [-0.262, -0.185, -0.023], [-0.247, 0.352, -0.812], [0.228, -0.133, 0.068], [0.041, 0.043, -0.085], [0.460, -0.427, 0.061], [0.511, 0.199, 0.043]],
  "fmax_ev_per_a": 4.666,
  "homo_energy_ev": -10.778,
  "de_lowest_kcal_mol": 30.59,
  "total_charge": 1,
  "orbital_gap_ev": 4.53,
  "e_lumo_ev": -6.24
}


What is the formula in the first record? C33H78BrFINO26PS8